No. 1
Below is a structure of composition C33H74BrN8O5PSi2 in a non-equilibrium geometry, with properties calculated with ωB97M-V/def2-TZVPD.

```
124
Properties=species:S:1:pos:R:3:mulliken_charge:R:1
C 0.3681 -3.2150 0.9794 -0.5565
C 0.3880 -2.1848 -0.0078 -0.0612
Si 0.0344 -0.7114 -1.2622 0.5246
C -1.3790 -1.2408 -2.5195 -0.4683
C -2.4075 -2.3590 -1.9128 -0.0433
C -2.9833 -3.2090 -3.2335 -0.3824
C -1.8811 -4.4114 -3.5939 -0.6164
N -2.2496 -5.7485 -2.9622 -0.0595
C -1.4439 -6.0229 -1.7050 0.5714
N -0.0935 -6.3563 -1.7005 -0.7204
N -2.1514 -5.8806 -0.3661 -0.6438
O -0.3727 0.6659 -0.2806 -0.3144
Si 0.5036 2.1237 -0.6571 0.4290
C 0.7405 3.0423 1.0687 -0.4801
C 1.3122 1.9631 2.1860 -0.5283
C 2.9155 2.1105 2.5039 -0.4048
C 3.3011 3.5527 3.2216 -0.3488
C 4.4798 3.3721 4.3604 -0.5475
C 5.9612 3.8683 3.8251 -0.4481
C 6.7009 4.8981 4.8914 -0.0328
C 8.2656 4.4482 5.1576 -0.8021
C 9.3757 5.3698 4.3764 -0.1833
C 10.4887 4.3205 3.7001 -0.5149
C 11.4701 5.1381 2.6327 -0.9340
P 2.5326 1.8850 -1.4561 0.1245
N 2.6260 1.4313 -3.0067 -0.6979
C -0.5732 3.3829 -1.7105 -0.2809
Br -2.2681 2.5542 -2.4199 -0.1412
C 0.3289 4.1377 -2.8914 -0.3660
C 0.3372 3.3404 -4.3236 -0.7472
H 0.7688 -4.0229 1.7484 0.3297
H 1.2370 -0.6071 -2.0709 -0.0785
H -0.8620 -1.7096 -3.4868 0.2906
H -2.0147 -0.3341 -2.8978 0.1368
H -1.9243 -3.1645 -1.2169 -0.1555
H -3.3797 -1.8499 -1.4471 0.2262
H -4.0544 -3.6805 -3.0117 0.1389
H -2.9961 -2.5215 -4.2100 0.2956
H -0.7980 -4.1486 -3.2155 0.3360
H -1.8134 -4.6055 -4.7580 0.1859
H -3.2663 -5.7796 -2.7284 0.0545
H 0.2034 -6.4893 -0.6974 0.2688
H -1.5699 -5.1879 0.1932 0.2260
H -3.0517 -5.3672 -0.5854 0.2578
H 1.6272 3.8140 0.8688 0.0596
H -0.2237 3.6131 1.4037 0.4324
H 1.1475 0.8316 1.8444 0.1052
H 0.6795 2.1063 3.1613 0.3311
H 3.2132 1.1857 3.1943 0.4017
H 3.4802 1.9367 1.4747 -0.1139
H 2.3511 4.0781 3.6606 0.3304
H 3.7226 4.2508 2.3532 0.1193
H 4.5717 2.2206 4.6063 0.2070
H 4.1679 3.8936 5.3756 0.3671
H 5.8985 4.4442 2.8008 0.0922
H 6.6545 2.9262 3.6484 0.3019
H 6.7205 5.9915 4.4555 -0.2289
H 6.0876 4.9101 5.9065 0.4266
H 8.4534 4.5673 6.3277 0.2469
H 8.4839 3.3195 4.8433 0.3727
H 8.9052 6.0466 3.5274 0.1122
H 9.8985 6.0655 5.1602 0.2403
H 9.8604 3.5405 3.0595 0.2685
H 11.0940 3.7525 4.5374 0.2945
H 10.9930 5.1552 1.5509 0.2413
H 12.4909 4.5293 2.5642 0.2945
H 11.7324 6.2242 2.9925 0.2549
H 3.2041 3.1681 -1.3474 0.0823
H 3.2671 0.9083 -0.6766 0.1279
H 3.1248 2.1467 -3.5843 0.2461
H -0.9342 4.2733 -1.0010 0.3627
H 1.4021 4.4583 -2.5026 0.1559
H -0.2420 5.1683 -3.0906 0.3870
H -0.0106 2.2234 -4.2745 0.2040
H 1.4744 3.3121 -4.6810 0.1968
H -0.2439 3.9788 -5.1477 0.2791
C -6.3127 -5.4358 -0.1976 -0.1697
O -5.8514 -4.4016 -0.6642 -0.6065
N -6.4265 -5.7257 1.1452 0.2797
C -6.9850 -6.9750 1.6191 -0.9613
C -5.9734 -4.7502 2.1148 -0.9301
H -6.6861 -6.2438 -0.8476 0.4650
H -7.8603 -6.7592 2.2384 0.3487
H -6.2316 -7.4952 2.2176 0.3681
H -7.2849 -7.6150 0.7847 0.2916
H -6.5310 -3.8198 1.9709 0.2672
H -4.9099 -4.5523 1.9502 0.2570
H -6.1264 -5.1178 3.1329 0.3852
C -9.4649 -3.3897 0.1627 0.1693
O -10.4858 -3.6109 0.8023 -0.6286
N -9.1233 -2.1806 -0.4043 0.1405
C -7.8942 -1.9982 -1.1482 -0.6599
C -10.0217 -1.0550 -0.2518 -0.9890
H -8.7138 -4.1770 -0.0126 0.2290
H -7.2984 -1.2203 -0.6623 0.3481
H -8.1403 -1.6883 -2.1680 0.3690
H -7.3140 -2.9243 -1.1848 0.0404
H -10.1549 -0.8478 0.8143 0.3037
H -10.9928 -1.3137 -0.6843 0.2846
H -9.6198 -0.1697 -0.7517 0.3996
C -5.6138 -8.0562 -3.4194 0.0280
O -6.7820 -8.0961 -3.0535 -0.6480
N -5.1711 -8.2788 -4.7057 0.1270
C -3.7684 -8.2132 -5.0600 -0.8371
C -6.1390 -8.5883 -5.7375 -0.9641
H -4.7975 -7.8294 -2.7144 0.3873
H -3.6315 -7.4405 -5.8219 0.3167
H -3.4589 -9.1826 -5.4612 0.3326
H -3.1523 -7.9719 -4.1895 0.2807
H -6.8525 -7.7624 -5.8154 0.3066
H -6.6808 -9.4963 -5.4563 0.2894
H -5.6427 -8.7384 -6.6999 0.3808
C 6.1045 7.3202 1.4103 0.0609
O 7.0840 6.9174 2.0255 -0.6053
N 5.4143 8.4827 1.6791 0.1377
C 4.2618 8.8915 0.9032 -0.9404
C 5.8549 9.3237 2.7727 -0.9622
H 5.6871 6.7562 0.5603 0.3231
H 4.4675 9.8656 0.4502 0.3514
H 3.3974 8.9717 1.5687 0.3446
H 4.0409 8.1681 0.1137 0.2842
H 6.8872 9.6357 2.5881 0.3059
H 5.8222 8.7461 3.7013 0.2734
H 5.2145 10.2049 2.8643 0.3875
```

Calculated values
**HOMO level**: -0.312 hartree
**E_LUMO**: -0.173 eV
**Total energy**: -5609.9558 hartree
**Total charge**: 0


No. 2
Below is a structure of composition C25H29InN3O4S5Sb in a non-equilibrium geometry, with properties calculated with ωB97M-V/def2-TZVPD.

```
68
Properties=species:S:1:pos:R:3:mulliken_charge:R:1
In 0.0000 0.0000 0.0000 0.4983
N 3.2203 0.8499 2.4359 0.0000
C 4.5013 0.7569 1.8741 -0.1387
C 5.6257 1.0981 2.6415 -0.6407
C 6.9049 1.0883 2.0811 -0.5993
C 7.0729 0.7487 0.7425 -0.6317
C 5.9606 0.4241 -0.0333 -0.8180
C 4.6755 0.4372 0.5259 0.9678
S 3.2879 0.0064 -0.4903 -0.0530
N 1.9662 0.3082 0.4674 -0.0632
C 2.0423 0.6656 1.7210 0.3259
C 0.7104 0.9286 2.4866 0.9074
C 0.7265 1.5304 3.7460 -0.8473
C -0.4774 1.7113 4.4299 -0.5632
C -1.6680 1.3077 3.8412 -0.9028
C -1.6115 0.7466 2.5799 -0.0803
N -0.4637 0.5545 1.8987 0.3427
H 3.2004 0.8248 3.4434 0.2800
H 5.5150 1.3874 3.6834 0.3488
H 7.7678 1.3544 2.6866 0.3558
H 8.0654 0.7417 0.2991 0.3590
H 6.0995 0.1646 -1.0805 0.3800
H 1.6378 1.8817 4.2109 0.4594
H -0.4846 2.1699 5.4153 0.4071
H -2.6183 1.4349 4.3479 0.4171
H -2.5123 0.4228 2.0661 0.3670
S 2.6254 -3.4777 0.4308 -0.7474
Sb 0.6640 -3.8051 -0.0012 0.2335
S -0.0117 -1.9897 1.4220 -0.3137
S 0.6011 -1.8818 -1.4415 -0.6567
C -0.3906 -0.6667 -6.0969 -1.4088
C -0.2570 0.3548 -4.9774 -0.0706
C 0.3325 -0.2776 -3.7239 -1.1816
S 0.3758 0.8409 -2.2892 0.5986
O -0.9558 1.5210 -2.1801 -0.7943
C 1.6133 2.0259 -2.9043 -1.0717
C 0.9935 3.3437 -3.3545 -0.0834
C 2.0512 4.2952 -3.8916 -1.3678
H -0.8092 -0.1956 -6.9917 0.4158
H -1.0538 -1.4866 -5.8033 0.3176
H 0.5843 -1.0896 -6.3599 0.3130
H -1.2442 0.7813 -4.7654 0.2708
H 0.3776 1.1741 -5.3302 0.1228
H 1.3484 -0.6449 -3.9032 0.4518
H -0.2768 -1.1352 -3.4182 0.7037
H 2.2019 1.5639 -3.7027 0.5092
H 2.2958 2.2111 -2.0674 0.4815
H 0.4789 3.8231 -2.5130 0.3493
H 0.2390 3.1756 -4.1304 0.2821
H 2.8028 4.5182 -3.1278 0.3105
H 1.5904 5.2387 -4.2004 0.3920
H 2.5598 3.8653 -4.7604 0.3127
O -4.3388 0.8587 -1.0938 -0.3300
C -4.8245 -0.4175 -1.0888 1.2861
C -6.1848 -0.5949 -1.3903 -1.1156
C -6.7485 -1.8693 -1.4037 -0.4168
C -5.9553 -2.9713 -1.1160 -0.7187
C -4.6025 -2.7909 -0.8166 -0.4458
C -3.9989 -1.5118 -0.7943 -0.0062
C -2.5131 -1.4244 -0.4551 0.8838
O -1.9244 -2.5325 -0.2146 -0.4629
O -1.9362 -0.2926 -0.4254 -0.5692
H -5.0399 1.4824 -1.3155 0.2519
H -6.8155 0.2583 -1.6169 0.2830
H -7.8000 -1.9997 -1.6373 0.3630
H -6.3745 -3.9724 -1.1210 0.3703
H -3.9891 -3.6640 -0.5922 0.4003
H -0.2721 1.7874 0.0092 -0.2203
```

Calculated values
**HOMO level (alpha / beta)**: -0.121 / -0.119 hartree
**ΔE to the lowest compared entry with this formula, charge and spin**: 56.31 kJ/mol
**E_LUMO (alpha / beta)**: 1.801 / 1.744 eV
**Total energy**: -3856.4590 hartree
**Total charge**: -1
**2S+1**: 2


No. 3
Below is a structure of composition C28H34CrN4O3S, with properties calculated with ωB97M-V/def2-TZVPD.

```
71
Properties=species:S:1:pos:R:3:mulliken_charge:R:1
Cr 0.1970 -0.1502 -0.0368 -0.3551
N 4.0361 2.0165 -0.3560 -0.5196
C 2.7254 1.5901 -0.4044 0.5513
S 2.4486 -0.0735 -0.8017 -0.5773
N 1.8113 2.4810 -0.1955 -1.3552
N 0.5275 1.9641 -0.3036 1.5253
C -0.3536 2.8631 -0.5610 -0.9385
C -1.7734 2.6280 -0.7285 1.1112
C -2.6044 3.7177 -1.0014 -0.6766
C -3.9681 3.5736 -1.1601 -0.8275
C -4.5247 2.2998 -1.0390 -0.6388
C -3.7274 1.2066 -0.7710 -0.7288
C -2.3361 1.3375 -0.6133 -0.0202
O -1.6196 0.2739 -0.3594 0.1803
H 4.6864 1.2924 -0.0958 0.2434
H 4.1523 2.8853 0.1435 0.2481
H -0.0009 3.8918 -0.6595 0.2047
H -2.1503 4.6992 -1.0859 0.3795
H -4.5930 4.4314 -1.3701 0.3797
H -5.5931 2.1646 -1.1548 0.3935
H -4.1481 0.2140 -0.6730 0.4115
C -2.5680 -2.3984 4.1136 -1.5599
C -1.4524 -2.9222 3.2488 0.5312
C -0.6389 -3.9663 3.6729 -0.9152
C 0.4105 -4.4111 2.8754 0.6618
C 1.3000 -5.5386 3.3330 -1.5909
C 0.6505 -3.7932 1.6567 0.0183
C -0.1477 -2.7414 1.2031 -1.1030
C -1.2106 -2.3440 2.0129 0.2888
N 0.0722 -2.0419 0.0063 1.0047
C 0.0957 -2.8113 -1.2532 1.3275
C -0.9087 -3.9746 -1.2368 -1.5212
C -0.9492 -4.6847 -2.5945 0.4739
C -1.3706 -3.6993 -3.6873 -1.5136
C -0.3669 -2.5440 -3.7375 0.3688
C 1.0239 -3.0879 -4.0677 -1.4971
C 1.4459 -4.0818 -2.9840 0.4213
C 0.4412 -5.2349 -2.9242 -1.4462
C 1.4842 -3.3707 -1.6276 -0.8181
C -0.3424 -1.8510 -2.3731 -2.0164
H -2.6387 -2.9554 5.0481 0.3845
H -3.5303 -2.4657 3.6029 0.3193
H -2.3950 -1.3482 4.3549 0.2597
H -0.8118 -4.4271 4.6399 0.2316
H 1.1085 -5.7927 4.3751 0.3679
H 2.3517 -5.2667 3.2376 0.3536
H 1.1373 -6.4369 2.7331 0.2812
H 1.5081 -4.1036 1.0768 0.4305
H -1.8464 -1.5440 1.6455 0.4640
H -1.8969 -3.5763 -0.9830 0.3552
H -0.6393 -4.6882 -0.4527 0.5156
H -1.6669 -5.5113 -2.5468 0.2490
H -2.3724 -3.3126 -3.4776 0.5058
H -1.4097 -4.2091 -4.6563 0.5384
H -0.6717 -1.8211 -4.5013 0.3101
H 1.7435 -2.2657 -4.1163 0.4953
H 1.0127 -3.5778 -5.0476 0.5547
H 2.4418 -4.4755 -3.2139 0.3369
H 0.7467 -5.9527 -2.1564 0.5256
H 0.4178 -5.7680 -3.8811 0.5161
H 2.2045 -2.5505 -1.6542 -0.0315
H 1.8228 -4.0712 -0.8648 0.2567
H -1.3317 -1.4628 -2.1274 0.5276
H 0.3484 -0.9967 -2.4194 0.3770
C -1.3391 1.4389 2.5276 -0.4335
O -0.1356 0.8033 2.9008 -0.4330
C 0.5776 0.1023 1.9327 0.6729
O 1.6038 -0.3925 2.3412 -0.6630
H -1.7783 1.8238 3.4485 0.3868
H -2.0428 0.7500 2.0570 0.0120
H -1.1630 2.2742 1.8469 0.2273
```

Calculated values
**HOMO level (alpha / beta)**: -0.161 / -0.157 hartree
**ΔE to the lowest compared entry with this formula, charge and spin**: 0.00 kJ/mol
**E_LUMO (alpha / beta)**: 2.742 / 2.743 eV
**Total energy**: -2974.8887 hartree
**Total charge**: -1
**2S+1**: 2


No. 4
Below is a structure of composition C4H6BeF4N2O12S4 in a non-equilibrium geometry, with properties calculated with ωB97M-V/def2-TZVPD.

```
33
Properties=species:S:1:pos:R:3:mulliken_charge:R:1
Be -11.5983 -27.8994 4.7558 1.1805
N -10.3683 -26.4368 5.7423 0.0629
S -9.6384 -25.1972 5.0315 0.8998
O -8.2225 -25.2258 4.9160 -0.5949
O -10.3185 -23.9611 5.2370 -0.5766
F -10.0845 -25.6014 3.5577 -0.2315
S -9.8654 -26.2524 7.3044 0.9455
O -10.3632 -25.0770 7.9310 -0.5904
O -8.5517 -26.7078 7.5778 -0.5745
F -10.7970 -27.3924 7.8752 -0.1972
N -13.4950 -28.7688 5.6971 0.0614
S -15.0591 -28.7394 5.0735 0.8886
O -15.9037 -27.6757 5.4798 -0.5733
O -15.5847 -30.0396 4.8429 -0.5742
F -14.5681 -28.3373 3.6312 -0.1863
S -13.7293 -29.6154 7.0152 0.9707
O -13.9590 -31.0170 6.9117 -0.6027
O -14.4541 -28.9720 8.0681 -0.6444
F -12.2394 -29.5377 7.5668 -0.2757
C -12.9963 -26.0653 1.1095 -1.2443
C -12.5018 -26.7426 2.3891 1.0756
O -11.6166 -27.6101 2.3225 -0.6788
O -13.0032 -26.2841 3.4377 -0.6685
H -14.0547 -25.8027 1.1877 0.3176
H -13.1155 -26.8143 0.3184 0.3302
H -12.3882 -25.2062 0.8445 0.2491
C -9.3260 -31.6714 4.4693 -1.1568
C -10.1360 -30.4057 4.5776 0.8651
O -11.2172 -30.2585 3.9886 -0.6577
O -9.6765 -29.4721 5.2815 -0.6734
H -9.3977 -32.0039 3.4305 0.3042
H -9.7680 -32.4396 5.1058 0.2538
H -8.2686 -31.5880 4.7055 0.2960
```

Calculated values
**HOMO level**: -0.132 hartree
**ΔE to the lowest compared entry with this formula, charge and spin**: 0.00 kJ/mol
**E_LUMO**: 4.925 eV
**Total energy**: -3175.5056 hartree
**Total charge**: -2


No. 5
Below is a structure of composition C21H33Cl2N4O3Pm in a non-equilibrium geometry, with properties calculated with ωB97M-V/def2-TZVPD.

```
64
Properties=species:S:1:pos:R:3:mulliken_charge:R:1
O -0.2197 -1.6110 1.1311 -0.6106
C 0.9114 -2.2948 1.0097 0.2357
C 1.6987 -2.4007 2.3197 -0.2224
C 1.7655 -1.3458 3.2285 0.3847
H 1.3109 -0.3885 2.9686 0.2265
C 2.4485 -1.5145 4.4357 -0.9553
H 2.4725 -0.6847 5.1423 0.4004
C 3.0966 -2.7211 4.7129 -0.4752
H 3.6332 -2.8460 5.6525 0.3681
C 3.0483 -3.7650 3.7817 -0.6217
H 3.5679 -4.7022 3.9751 0.3741
C 2.3332 -3.6066 2.5972 -0.4929
H 2.2768 -4.4059 1.8546 0.3428
H 0.7182 -3.3454 0.6792 0.2495
C 1.3902 -2.2701 -1.6150 -1.3973
C 1.8073 -1.7142 -0.2762 0.5917
H 2.2220 -2.8649 -2.0398 0.5224
H 1.1314 -1.4864 -2.3544 0.3079
H 0.5265 -2.9416 -1.5021 0.2822
C 3.0315 -1.2123 -0.0096 0.0705
C 4.1748 -1.2225 -0.9747 -1.5998
H 3.3040 -0.9003 1.0031 0.5345
H 4.9310 -1.9715 -0.6886 0.3572
H 4.6671 -0.2445 -0.9821 0.3385
H 3.8699 -1.4449 -2.0057 0.3425
Pm 0.6239 0.5849 -0.5278 0.9760
Cl 1.4770 1.8229 1.6002 -0.5779
Cl 2.3260 1.2886 -2.3621 -0.5537
C 0.3346 3.6618 -1.1287 0.3918
O -0.3784 2.6178 -1.2330 -0.5042
N 0.2170 4.7319 -1.8987 0.1644
C -0.9267 4.9243 -2.7837 -0.8814
C 1.3010 5.6993 -2.0125 -0.8893
H 1.1271 3.7079 -0.3640 0.2008
H -1.6185 4.0892 -2.6725 0.2269
H -0.5797 5.0006 -3.8205 0.3162
H -1.4219 5.8666 -2.5221 0.3144
H 2.1215 5.3754 -1.3675 0.2983
H 0.9597 6.6935 -1.7040 0.3316
H 1.6514 5.7614 -3.0499 0.2989
H -3.3570 -0.8589 -4.2749 0.3173
H -4.7470 -2.3977 -2.5059 0.3303
C -2.5199 -1.4674 -3.9093 -0.9570
C -3.7638 -2.7683 -2.1835 -0.9023
N -2.7209 -1.8016 -2.5008 0.2972
H -1.5844 -0.9189 -4.0238 0.2584
C -2.0016 -1.2244 -1.5437 0.3766
O -1.0974 -0.3678 -1.7963 -0.6760
H -3.7695 -2.9331 -1.1005 0.2784
H -2.2133 -1.5313 -0.5070 0.2718
H -2.4955 -2.3974 -4.4871 0.3342
H -3.5664 -3.7181 -2.6990 0.3267
C -1.4722 0.8245 3.4183 -0.8665
C -2.3570 1.0874 2.2680 0.2751
N -2.0633 1.0870 0.9763 0.5007
C -3.2323 1.4160 0.2983 -0.6421
C -4.2480 1.5920 1.2089 -0.9273
N -3.6765 1.3849 2.4479 -0.0598
H -0.6395 1.5387 3.3956 0.1263
H -2.0498 0.9404 4.3434 0.4237
H -1.0747 -0.1945 3.3362 0.0697
H -3.2581 1.5099 -0.7741 0.5303
H -5.2885 1.8339 1.0661 0.4288
H -4.1353 1.4440 3.3500 0.2188
```

Calculated values
**HOMO level (alpha / beta)**: -0.262 / -0.263 hartree
**E_LUMO (alpha / beta)**: 0.326 / 0.326 eV
**Total energy**: -2793.6730 hartree
**Total charge**: 0
**2S+1**: 5


No. 6
Below is a cluster of 2 separate species, C7H14NOS in total in a non-equilibrium geometry, with properties calculated with ωB97M-V/def2-TZVPD.

```
24
Properties=species:S:1:pos:R:3:mulliken_charge:R:1
C 1.7073 1.2250 0.6952 0.0194
C -2.2107 -0.5765 0.8985 -0.0669
C 0.4263 0.7614 0.5217 -0.1508
C -1.1184 -1.1714 0.4498 -0.9218
C 1.9421 2.6480 0.9527 -1.2360
C -3.5247 -1.2690 0.8771 -1.1673
C 0.1734 -0.6688 0.3266 1.1882
N 0.5267 -0.1655 -2.5516 -0.6517
O 2.6314 -1.4493 -0.4352 -0.4458
S 1.1324 -2.0329 -0.0387 0.1662
H 2.5495 0.5444 0.9598 0.3641
H -2.1721 0.4810 1.3031 0.3053
H -0.5117 1.3011 0.3957 0.3091
H -1.3569 -2.1508 0.2217 0.2673
H 1.0851 3.1799 1.2303 0.3499
H 2.2152 3.1904 -0.0767 0.2753
H 2.8152 2.9742 1.5336 0.3504
H -3.7554 -1.3043 1.9051 0.3510
H -3.4086 -2.2494 0.3727 0.3202
H -4.3729 -0.7149 0.2406 0.3091
H 1.2994 -0.8003 -2.5693 0.2159
H -0.0609 -0.4540 -3.3293 0.2453
H 0.8804 0.7828 -2.9064 0.2455
H 3.1080 -2.0811 -0.9770 0.3581
```

Calculated values
**HOMO level**: -0.488 hartree
**ΔE to the lowest compared entry with this formula, charge and spin**: 188.02 kJ/mol
**E_LUMO**: -5.291 eV
**Total energy**: -802.9469 hartree
**Total charge**: +1


Q: The highest total energy belongs to which entry?
A: C7H14NOS